[1]
Below is a 10-piece molecular cluster, C47H115N7O11 overall, with properties calculated with wB97M-V/def2-TZVPD.

Atoms and positions in Å:
H1 -5.6340 4.5410 -4.2721
H2 8.7277 -5.3575 -3.6795
O1 1.1493 -5.7353 1.9611
H3 9.0798 -3.2373 -4.3337
H4 -8.4878 -1.5922 0.6512
N1 4.7922 -0.2235 5.5547
O2 -1.8842 2.2559 7.7482
H5 -2.9191 11.2637 1.4848
O3 -2.8831 1.5485 5.9773
H6 7.3380 -2.9714 -4.0762
H7 -3.2342 8.3580 0.3755
H8 -2.8534 9.6794 4.2458
H9 -2.3239 -0.9061 -6.3148
C1 -0.9006 -3.0071 -8.3803
H10 -3.0457 -4.4671 -7.1806
H11 4.6706 7.8623 -0.4888
O4 0.8166 -0.3390 -0.9964
C2 -3.5785 9.3153 3.5178
H12 -4.7379 3.6692 -3.1773
H13 -1.1724 -9.4724 2.3411
C3 0.2874 -0.1482 0.1084
C4 3.7330 7.6319 -0.9947
H14 -8.2511 0.6098 0.8327
H15 -3.2857 -8.2900 1.7633
H16 -1.1433 -0.9267 -8.2350
H17 -7.3674 -2.7211 1.4299
H18 -1.5303 10.3777 0.9286
C5 -1.1844 -6.4800 2.4684
H19 3.8025 1.4719 6.5198
H20 -1.9437 -5.6062 -8.1549
H21 10.0046 -4.4042 -1.0892
H22 0.7146 5.8027 -3.1490
H23 -7.8663 -1.1926 3.7608
C6 -0.7258 -6.9111 -0.0072
H24 7.5734 -2.0663 -0.9662
H25 3.9321 -1.7848 4.1858
C7 4.7068 5.2214 -0.8062
N2 8.4338 -3.6641 -2.3666
H26 -4.6001 9.2860 1.0400
C8 -1.7039 8.2838 2.4723
C9 -3.8733 8.5005 1.2469
H27 8.5665 -1.8236 -3.3520
C10 5.6474 -2.6959 5.1191
H28 -2.2388 -0.7666 6.5972
H29 -5.9257 0.7188 0.5174
C11 -1.9085 6.8715 3.1283
C12 3.5780 0.4413 6.2451
H30 -0.5463 -2.4749 -5.5426
H31 7.4686 -2.8007 4.3603
H32 4.0067 4.6848 -0.1659
N3 -1.3956 -7.4330 1.2823
H33 3.3786 -0.1368 7.1475
H34 0.7809 -5.0374 -7.6817
H35 5.8495 -1.0181 7.1735
H36 5.3008 -3.5182 4.4932
C13 -1.7635 -1.8081 -8.0718
H37 2.9638 7.5483 -0.2270
H38 -1.9305 -3.5546 -5.1943
H39 -2.7631 6.4103 2.6333
H40 5.1949 4.6045 -1.5608
C14 -0.7856 -8.8625 1.5247
H41 3.7381 -2.0245 5.8925
H42 0.3506 -7.0694 0.0587
H43 -3.2987 -2.3834 -6.8178
H44 -1.2730 -3.5041 -9.2761
C15 -6.9522 3.0642 -3.6190
O5 6.7568 -2.1567 4.3724
H45 0.7195 -4.9207 1.6905
H46 -4.8629 -0.0099 1.9387
H47 -1.6073 10.9125 2.6253
H48 -0.2293 -6.2294 -5.4549
O6 -6.7979 2.2405 -4.5323
C16 4.4527 -1.6933 5.1390
H49 5.9392 -3.1474 6.0673
H50 0.1708 -5.4742 3.7696
H51 5.4062 5.8261 -0.2288
H52 0.6599 7.9297 -3.1206
H53 -0.8400 1.2550 1.3240
C17 1.6676 6.3058 -2.9855
C18 -7.4492 -1.7499 0.9419
H54 8.2315 -5.7262 -1.8756
H55 -1.0099 -5.8590 0.0167
C19 -7.5156 1.8092 2.5348
H56 -1.0235 -7.4162 -0.9261
N4 3.8927 6.2666 -1.6441
H57 -0.9931 6.3010 2.9710
H58 0.5236 1.9624 0.7341
H59 -6.1878 -0.4321 3.8161
C20 6.0163 -0.1396 6.5503
H60 -2.8856 -0.3323 8.2710
H61 3.4015 8.4661 -1.6130
H62 5.7116 6.8753 -2.4530
C21 -2.8087 -7.7040 0.9777
C22 -5.6669 -0.0851 1.2065
H63 -8.2572 3.3058 1.0815
H64 -6.2981 -2.0362 3.2844
C23 -6.4536 -1.7504 -0.1945
H65 1.0181 -3.6586 -6.7693
H66 7.8218 -3.7047 -0.3912
H67 -0.7880 1.7034 -0.3505
H68 -4.2711 8.5325 3.8271
H69 -4.7486 -2.0494 0.9663
H70 -0.8794 -9.4976 0.6439
H71 -7.4944 1.7822 3.6243
N5 -2.8836 9.2107 2.2022
O7 -8.0495 3.2262 -3.0547
H72 2.1962 -6.1654 -4.3109
H73 -6.8650 -1.0933 -0.9608
H74 -0.8238 8.7018 2.9612
H75 5.0080 5.7869 -3.6218
H76 -6.4947 2.0720 2.2578
H77 6.9671 -0.1895 6.0197
H78 -6.0458 4.8250 -2.6290
H79 -6.4724 -2.7534 -0.6207
C24 2.4855 5.6351 -1.8871
H80 -3.4074 -6.8445 0.6760
H81 4.2283 0.7355 3.6349
C25 5.1213 0.5794 4.2402
C26 -2.1845 10.5180 1.7890
O8 -2.2557 6.9049 4.4387
H82 4.6018 -2.4924 -2.4353
H83 -4.5457 -0.9795 -0.4993
H84 -2.5456 -1.6099 -8.8046
C27 7.4952 -3.1162 -1.2486
C28 0.2541 -6.2433 3.0017
O9 0.1223 -1.0787 0.8760
C29 8.1662 -5.1166 -2.7768
C30 0.3450 -4.5137 -6.8309
C31 4.7661 6.5646 -2.8974
H85 -1.7605 -5.6314 2.0994
O10 1.5515 7.6939 -2.8538
C32 -7.9963 0.5171 1.8885
H86 -8.3373 3.7513 2.8266
C33 8.3311 -2.8470 -3.6443
C34 9.8714 -3.6802 -1.8931
H87 -9.5488 2.8175 2.2332
H88 2.3528 -6.8238 -5.9891
H89 6.0561 0.8010 7.0996
C35 -2.3215 1.3222 7.0525
N6 -1.0261 -3.8819 -7.0938
C36 -2.1128 -5.0269 -7.2472
H90 7.1120 -5.1159 -3.0538
C37 -6.8756 -1.1122 3.3134
H91 1.9316 5.5823 -0.9497
O11 5.4449 -2.9139 -2.6175
H92 5.4461 -2.8381 -0.6452
H93 5.5898 1.5338 4.4804
H94 -1.7436 -6.8805 3.3140
C38 -1.4536 -2.9250 -5.9455
H95 2.1014 6.0675 -3.9567
C39 0.5437 -5.4701 -5.5734
N7 -6.9837 -0.6266 1.8688
H96 -2.9530 -8.2830 0.0656
H97 5.5870 -4.4287 -1.2301
H98 -2.4183 5.9940 4.6945
H99 -8.8545 0.2257 2.4940
C40 -2.1320 -0.1670 7.5011
H100 2.7775 0.4225 5.5055
H101 10.5138 -4.0325 -2.7002
H102 0.7291 -7.0686 3.5322
H103 10.0356 -2.6609 -1.5436
H104 -1.9815 -5.7901 -6.4802
H105 -4.3681 10.0041 3.2176
C41 -5.1576 -1.2373 0.3651
C42 -5.7568 4.0304 -3.3170
H106 2.6358 -5.1084 -5.5523
C43 -8.4774 2.9591 2.0911
H107 2.8305 4.6677 -2.2518
H108 0.2786 -8.8026 1.7527
C44 5.9688 -3.4224 -1.4025
H109 4.2394 7.3898 -3.3769
H110 -1.0971 8.1474 1.5772
H111 -1.1351 -0.2172 7.9392
C45 -0.2110 1.2148 0.4347
C46 2.0197 -5.9893 -5.3720
H112 -4.3109 7.6515 1.7721
H113 5.6816 -0.0390 3.5391
H114 0.3487 -4.8289 -4.7138
C47 -2.3157 -1.9321 -6.6826
H115 0.1711 -2.8829 -8.5358

Cartesian forces (eV/Å) of the 2 atoms listed first:
-0.1 0.2 -0.3
0.4 -0.1 0.6

Net charge: +4
Lowest unoccupied orbital energy: -6.870 eV
Frontier orbital gap: 0.12104 hartree

[2]
Below is a 7-piece molecular cluster, C39H78BrN4O16PS2 overall, with properties calculated with wB97M-V/def2-TZVPD.

Atoms and positions in Å:
C1 0.4450 -2.2032 0.8901
H1 -7.3151 5.9425 3.6131
H2 1.0863 3.2958 2.9195
H3 1.1055 -0.9850 -7.2591
H4 2.3366 0.4273 7.8182
C2 -1.3891 1.4119 0.0779
O1 1.2556 4.9347 5.7728
H5 3.3481 -1.6580 6.8711
H6 4.0773 3.7455 5.8786
C3 -5.6814 -1.2131 0.5699
H7 -0.6437 -2.4674 1.2343
H8 0.1959 0.7255 1.4625
H9 0.8263 -2.0028 -1.2831
H10 -5.8675 -1.1611 -0.5711
N1 -4.2023 -1.3584 0.8772
C4 -3.4712 -0.1444 5.6239
O2 2.0195 1.2966 -2.8931
C5 -2.1445 2.7374 0.5790
C6 3.2551 -7.8338 3.8376
H11 -0.5170 -0.3389 -8.9141
H12 0.8938 -1.6324 1.7787
O3 4.4937 -5.2020 -8.2499
C7 0.3905 -0.6089 -10.8576
H13 4.1089 -1.5340 -1.1130
C8 2.1654 -1.0923 -7.0074
N2 -2.0981 -0.1674 5.1408
H14 1.8456 2.4364 -0.5174
H15 -5.5341 3.6999 4.2070
H16 3.4614 -4.0804 3.9434
C9 -1.5581 1.3636 -1.5485
O4 -6.4182 3.6291 4.5964
H17 3.0760 -8.8903 3.6240
H18 -5.5008 -4.1993 0.0557
C10 3.0780 -3.9014 2.8638
O5 2.4996 5.6856 3.9004
H19 1.2354 0.8977 -11.7547
H20 -6.7682 6.9491 4.9733
H21 -7.4300 -0.0235 1.3390
O6 -3.0614 -3.3305 1.5248
S1 0.7750 0.6320 -2.3487
H22 3.3431 -8.0817 5.9843
H23 -3.8410 -4.6808 -0.5986
C11 -0.2977 0.2450 -9.8116
C12 -2.2851 0.2460 0.8358
H24 -5.8699 0.2360 2.3866
C13 -1.9317 3.1468 2.1430
H25 -0.8424 -1.4133 -0.7960
H26 3.9178 0.1392 -6.7453
H27 -2.9137 0.6857 1.7179
H28 3.8652 1.6907 -0.0170
C14 3.9764 -0.8138 7.1644
H29 1.3339 -1.0118 -10.4752
H30 4.9243 -1.2052 7.5468
H31 4.0756 -4.6059 -7.6114
C15 -6.6574 4.8204 5.3349
H32 2.7044 -6.1271 3.0784
H33 -5.9720 1.0307 0.6371
H34 3.0639 -0.5580 9.1076
H35 -7.6493 4.7455 5.7867
H36 1.6159 -3.7895 -0.3650
C16 -3.8798 -2.7986 0.6984
Br1 -3.5785 5.1881 -1.9581
H37 3.3295 -4.4900 -9.7848
H38 1.8529 -1.0950 -5.0877
C17 2.7987 -7.4918 5.2421
H39 3.4709 4.2810 2.6381
O7 -0.3739 1.9015 -2.2692
P1 2.7526 -0.2077 -0.0088
H40 -3.1562 1.4468 -3.1049
C18 0.8867 3.9686 0.7130
C19 1.1932 2.4416 0.4571
H41 1.7279 -7.6834 5.3551
H42 5.0190 -2.7798 -10.5176
H43 2.7076 5.8583 1.8155
C20 -2.8486 2.0777 -2.1670
H44 -1.5914 0.2575 -1.9298
O8 2.2715 -1.6928 -5.7246
N3 3.2803 -1.6604 -0.4999
H45 4.6426 -2.5855 -8.7905
H46 -1.2328 0.6540 -10.2042
H47 -3.7949 2.1029 -1.5186
C21 3.1410 3.4247 5.2604
H48 -4.8443 -3.2155 -1.3747
C22 0.1749 1.2436 0.4096
H49 6.1422 -3.3674 -9.2702
H50 0.3334 4.9787 2.7596
C23 1.1249 -3.6863 0.6679
H51 -0.0710 4.4388 0.3089
C24 3.2766 0.0297 8.2112
S2 -3.4783 3.0861 3.1692
O9 3.8972 0.9031 -0.6356
H52 0.3304 1.0967 -9.5327
H53 4.8499 -5.2696 -10.2614
H54 -2.0138 3.6706 -0.0777
H55 -1.0436 2.5470 2.5557
C25 -6.5810 6.0257 4.4194
H56 2.9564 -6.4296 5.4525
O10 4.2388 -0.0351 6.0037
C26 2.5737 4.9976 2.5887
H57 3.7027 0.4703 1.9183
H58 -3.7465 -1.0068 6.3254
H59 -2.9795 -1.2032 -0.8797
C27 2.8628 0.2533 -7.0097
H60 -4.1542 0.1991 -0.5858
H61 -5.9168 4.8910 6.1378
C28 -3.3844 -0.4854 -0.0771
C29 0.2704 -1.3605 -0.4780
C30 -3.3382 1.6102 4.2742
O11 -1.9499 3.8641 -3.7857
H62 -1.6368 -0.5600 1.3321
C31 -6.2867 0.1285 1.3050
C32 2.2363 4.7488 4.9550
O12 -4.2864 0.9431 5.1169
O13 0.6619 0.1642 -12.0195
C33 -2.6505 3.5710 -2.7498
C34 5.0873 -3.2533 -9.5347
H63 1.7405 4.5970 0.2091
H64 -6.2408 -2.1063 1.0736
H65 3.8937 0.8888 8.4919
H66 2.5582 2.6505 5.9081
N4 -2.0568 0.9305 4.3143
C35 2.3076 -3.8424 1.7844
H67 0.3785 -4.5382 0.8716
H68 4.3242 -7.6329 3.7136
C36 0.9325 0.1033 -0.5336
H69 -3.2891 2.4927 0.5262
C37 1.1489 4.2931 2.3117
H70 4.8029 0.7051 6.2705
H71 -1.5924 4.2641 2.1283
H72 3.4665 2.9199 4.2794
H73 2.7944 0.7270 -7.9928
H74 1.9796 2.1783 1.2908
H75 -0.2485 -1.4457 -11.1491
O14 2.9641 -0.1687 1.7197
O15 0.4158 -0.4750 -3.2953
H76 -5.5956 6.0918 3.9480
C38 4.3892 -4.5985 -9.5326
C39 -4.5229 -3.7738 -0.4236
O16 2.5329 -7.0634 2.8876
H77 2.4180 0.9208 -6.2656
H78 2.6266 -1.7634 -7.7366

Cartesian forces (eV/Å) of the 2 atoms listed first:
-1.6 -0.9 0.3
0.0 0.0 0.1

Lowest unoccupied orbital energy: -0.558 eV
SMILES: C#CCCC[C@]1(P(=N)(O)O)[C@@H](CCCCOC(C)=O)[C@](CCSc2nnco2)(CCN(CC)C(C)=O)[C@@H](CC(=O)Br)OS1(=O)=O.CCO.CCO.CCO.CCO.CCO.CCO
Frontier orbital gap: 0.30900 hartree

[3]
Below is a 2-piece molecular cluster, C5H6NS overall, with properties calculated with wB97M-V/def2-TZVPD.

Atoms and positions in Å:
C1 -1.6340 1.1253 0.1667
H1 -2.2197 1.9170 -0.2818
H2 -0.1786 1.7333 -1.0826
H3 3.7144 0.5194 0.8667
C2 2.2509 -0.9181 -0.0955
N1 -0.4955 0.8690 -0.5754
S1 -2.6392 -0.5113 0.2816
H4 -1.3715 1.2879 1.2519
H5 -0.9984 -2.3778 -0.0024
H6 1.8879 -1.8409 -0.3557
C3 -1.0620 -1.2814 0.0086
C4 3.0010 -0.0922 0.4489
C5 -0.2553 -0.4301 -0.6309

Cartesian forces (eV/Å) of the 2 atoms listed first:
-2.4 -0.3 2.7
-0.2 0.2 0.2

Energy above the lowest of the compared OMol25 structures with the same formula, charge and spin: 126.87 kcal/mol
Net charge: +1
Lowest unoccupied orbital energy (alpha / beta): -6.478 / -6.883 eV
Frontier orbital gap (alpha / beta): 0.26188 / 0.26053 hartree

[4]
Below is a 2-piece molecular cluster, C4H8O3 overall, with properties calculated with wB97M-V/def2-TZVPD.

Atoms and positions in Å:
H1 0.2552 1.0628 1.8366
H2 -1.3657 1.5743 1.2259
O1 -1.3932 -0.7956 2.3127
C1 -1.5512 -0.8303 1.1231
H3 0.5887 -0.6094 0.0614
H4 1.6540 -3.5040 -2.7098
H5 0.7650 3.1732 0.9680
H6 -2.4227 -1.2793 0.5280
O2 1.5333 -2.5481 -2.4446
O3 0.7566 2.4034 -0.9560
C2 -0.4927 -0.1568 0.2301
C3 -0.3308 1.2581 0.9606
H7 2.3467 -2.0910 -2.5410
H8 -0.7729 0.0235 -0.8332
C4 0.4297 2.3192 0.2382

Cartesian forces (eV/Å) of the 2 atoms listed first:
-0.1 0.1 0.9
0.9 0.4 0.1

Energy above the lowest of the compared OMol25 structures with the same formula, charge and spin: 58.99 kcal/mol
Lowest unoccupied orbital energy: 0.677 eV
SMILES: O=CCCC=O.O
Frontier orbital gap: 0.39115 hartree

[5]
Below is one molecule with the formula C2H5NO6S2, with properties calculated with wB97M-V/def2-TZVPD.

Atoms and positions in Å:
H1 -0.0602 0.7516 -1.7343
N1 -0.5226 2.0592 -0.1900
O1 1.7150 0.0317 1.3405
C1 0.4752 -2.2788 0.1564
O2 1.5217 -1.6914 -0.4759
H2 0.2834 -1.9454 1.1737
H3 0.5987 -3.2459 -0.0505
H4 -0.1862 2.9455 -0.4974
H5 -1.0056 1.9591 0.6937
C2 -0.2682 0.7980 -0.7471
O3 -0.7463 -1.8426 -0.3589
S1 -1.4010 -0.4727 -0.0302
O4 2.7692 0.5064 -0.7648
O5 -2.6395 -0.4193 -0.6674
O6 -1.4062 -0.2916 1.4289
S2 1.6547 -0.0861 -0.0632

Cartesian forces (eV/Å) of the 2 atoms listed first:
0.3 -0.3 -3.2
-0.5 -3.1 0.1

Energy above the lowest of the compared OMol25 structures with the same formula, charge and spin: 0.00 kcal/mol
Lowest unoccupied orbital energy: 0.076 eV
SMILES: NC1S(=O)(=O)OCOS1(=O)=O
Frontier orbital gap: 0.36860 hartree

[6]
Below is C32H36F4O4S2 as an isolated structure, with properties calculated with wB97M-V/def2-TZVPD.

Atoms and positions in Å:
H1 44.9350 38.2590 21.5460
C1 46.0830 28.1120 22.8110
C2 47.0130 31.3210 27.7070
H2 49.7630 30.0210 21.6180
H3 41.3900 31.7530 23.3470
F1 46.1880 31.5270 29.8750
C3 46.7540 36.2620 23.0010
C4 46.4690 27.4430 25.1830
H4 44.6410 32.2720 25.7940
C5 44.2990 32.4880 22.3500
H5 46.5440 27.9930 21.7460
F2 45.0530 32.5470 21.2280
C6 45.7040 30.9580 17.1910
H6 45.3830 35.8660 21.3020
H7 46.0470 36.3840 25.1740
H8 44.9200 27.8250 26.5260
C7 45.4150 29.7370 14.6300
H9 47.9160 32.3170 19.1550
C8 47.2200 31.9880 26.5160
C9 45.9690 31.0340 14.8310
O1 46.1200 39.3710 23.4370
H10 43.7110 37.5070 22.1510
C10 44.1450 32.1760 24.7940
C11 44.9160 29.8110 17.1260
F3 47.2150 26.8180 26.0430
O2 48.5830 32.5690 23.5100
C12 46.1380 31.6590 16.0250
H11 47.5950 33.9940 25.5310
H12 47.8090 33.3340 21.1520
H13 48.1700 29.8270 20.2270
C13 48.5110 31.8750 19.8690
C14 46.5560 36.9840 24.1650
O3 44.4110 38.3330 24.8860
H14 46.4940 31.5220 13.8890
C15 42.2630 31.9390 23.5010
H15 47.1120 30.7410 21.1170
C16 46.8910 27.5330 23.8540
O4 50.8230 32.2310 22.2420
C17 44.9020 32.4410 23.6530
H16 47.2570 30.3240 27.7630
H17 46.5520 33.9270 29.5730
H18 47.4190 36.6350 22.2600
H19 47.2240 37.4830 24.5460
H20 44.7030 35.5780 22.9370
C18 45.3160 28.1380 25.6200
S1 49.3710 32.2000 22.3390
C19 44.7050 37.4900 22.3720
H21 43.6510 29.2060 24.8630
C20 46.7220 33.4430 28.7440
C21 45.3220 36.1800 22.3600
C22 46.9910 34.1750 27.5610
H22 49.6330 33.5500 20.5260
H23 45.8110 31.5670 18.1920
H24 44.2410 27.9960 15.6740
H25 47.1010 35.3290 23.1850
H26 46.9620 35.2340 27.7150
C23 42.7400 31.9220 24.7450
H27 48.2200 30.3120 22.6660
H28 42.4650 32.0830 21.3490
C24 44.8510 29.2190 15.7750
S2 45.3710 38.2790 23.7640
C25 48.8670 30.5760 21.8730
C26 44.8540 28.6110 23.2550
C27 48.6700 32.9700 20.9110
C28 44.4420 28.6480 24.6160
H29 45.9250 32.6640 23.8290
H30 44.5290 29.3480 18.0220
H31 47.3340 31.4030 25.6970
C29 47.2590 33.4110 26.4320
F4 46.4820 32.9760 16.1420
H32 45.5180 29.0880 13.7780
H33 42.1580 31.7450 25.6990
C30 46.5260 32.1140 28.7460
H34 47.8710 27.1190 23.5220
H35 49.4970 31.6410 19.5560
C31 48.0090 30.6420 20.7440
H36 44.2030 29.0230 22.4800
C32 43.0030 32.1850 22.3090

Cartesian forces (eV/Å) of the 2 atoms listed first:
0.9 -1.4 0.7
1.4 -1.4 1.6

Energy above the lowest of the compared OMol25 structures with the same formula, charge and spin: 0.00 kcal/mol
Lowest unoccupied orbital energy: 0.275 eV
Frontier orbital gap: 0.34612 hartree

Maximum force list, top to bottom, in Eh/bohr: 0.07180; 0.14941; 0.10682; 0.06288; 0.08659; 0.20735